# C25H25N4O2PtS2Se

C25H25N4O2PtS2Se as an isolated structure (wB97M-V/def2-TZVPD, the Open Molecules 2025 dataset).

Calculated values
E_HOMO	-4.11	eV
gap between HOMO and LUMO	6.45	eV
max |F|	0.53	eV Å⁻¹
total charge	-1

Atoms and positions in Å:
Pt (1.58800, 0.03167, -1.87868)
N (-3.68124, -1.76560, 4.03811)
C (-2.43043, -1.36746, 3.54346)
C (-1.67384, -2.24071, 2.76530)
C (-0.42936, -1.86314, 2.29331)
C (0.08001, -0.60829, 2.60242)
C (-0.65817, 0.26014, 3.39763)
C (-1.90474, -0.11885, 3.86568)
S (1.61889, -0.09005, 1.91725)
O (2.36017, -1.29126, 1.62049)
O (2.17167, 0.87001, 2.83628)
N (1.26293, 0.55827, 0.49242)
C (0.68412, 1.77592, 0.37708)
N (0.18090, 2.49813, 1.38910)
C (-0.29166, 3.69447, 1.06566)
C (-0.30570, 4.20467, -0.22197)
C (0.15910, 3.34409, -1.20611)
N (0.62737, 2.14573, -0.92231)
H (-4.13697, -2.47544, 3.48682)
H (-4.30598, -1.00433, 4.25153)
H (-2.06990, -3.22171, 2.52495)
H (0.15698, -2.53797, 1.68499)
H (-0.24955, 1.23283, 3.62929)
H (-2.48112, 0.56122, 4.48346)
H (-0.69345, 4.28159, 1.88735)
H (-0.68228, 5.18985, -0.45109)
H (0.14778, 3.62213, -2.25507)
S (3.09868, -0.80414, -3.28578)
C (4.52175, -0.87308, -2.22721)
C (5.78928, -0.75331, -2.80548)
C (6.93436, -0.79668, -2.02564)
C (6.84548, -0.94936, -0.64676)
C (5.59116, -1.07828, -0.06597)
C (4.44332, -1.05161, -0.84525)
H (5.86831, -0.62030, -3.87844)
H (7.90485, -0.70163, -2.49936)
H (7.73976, -0.96865, -0.03655)
H (5.48846, -1.21391, 1.00362)
H (3.48421, -1.19959, -0.36433)
C (-4.87360, 0.37838, 0.22733)
C (-3.65683, 0.08269, -0.60903)
C (-3.26396, 0.93131, -1.63214)
C (-2.16181, 0.64771, -2.43873)
C (-1.76818, 1.61433, -3.52103)
C (-1.43682, -0.52515, -2.21010)
Se (0.04329, -1.00130, -3.33388)
C (-1.79544, -1.37843, -1.15293)
C (-1.00276, -2.61357, -0.82410)
C (-2.90441, -1.06140, -0.37695)
H (-5.30392, 1.34643, -0.03072)
H (-4.62923, 0.39173, 1.29198)
H (-5.64612, -0.38022, 0.08150)
H (-3.82417, 1.84399, -1.81106)
H (-2.42161, 2.48823, -3.51106)
H (-1.81295, 1.14293, -4.50336)
H (-0.73457, 1.93325, -3.39079)
H (0.06553, -2.39557, -0.78886)
H (-1.13255, -3.38324, -1.58772)
H (-1.32003, -3.01586, 0.13864)
H (-3.17298, -1.72160, 0.44283)